Entry 1:
Formula: C31H46BrIN6O2PdSi
Source: OMol25
Level of theory: ωB97M-V/def2-TZVPD

The orbital gap is 6.2 eV. For the HOMO energy, the calculation gives -5.8 eV. As for the net charge: 0. The total energy comes out at -135431.1462 eV. The value obtained for the relative energy (zero: lowest compared OMol25 entry of this formula, charge and spin) is 5.6 kcal per mole.

Atoms and positions in Å:
Pd1 0.1122 0.3046 0.3618
C1 -1.4370 5.9991 0.6489
O1 -0.2679 5.2562 0.9672
C2 -0.2973 3.9020 1.0837
O2 0.6800 3.3196 1.4615
N1 -1.5029 3.3244 0.7727
N2 -1.5950 1.9366 0.6730
H1 -1.1598 7.0452 0.7395
H2 -2.2494 5.7898 1.3472
H3 -1.7656 5.8190 -0.3784
H4 -2.2070 3.8661 0.3028
H5 -1.8894 1.6690 -0.2602
H6 -2.2483 1.5649 1.3507
I1 0.8775 -1.5593 2.3541
C3 1.4728 -2.8646 0.8198
C4 2.5526 -3.7198 1.0032
C5 2.9169 -4.5297 -0.0586
C6 2.1881 -4.4649 -1.2391
C7 1.1248 -3.5800 -1.3028
N3 0.7750 -2.7833 -0.2931
H7 3.0888 -3.7350 1.9411
H8 3.7617 -5.2005 0.0333
H9 2.4392 -5.0809 -2.0916
H10 0.5312 -3.4892 -2.2069
C8 -3.9074 -2.3133 -2.7597
C9 -4.9710 -2.6269 -1.6952
C10 -5.7334 -3.8920 -2.1248
C11 -5.9533 -1.4471 -1.7130
Si1 -4.1983 -2.8446 0.0550
Br1 -2.6578 -1.2031 0.2456
C12 -5.4502 -2.5497 1.4877
C13 -6.7383 -3.3637 1.2821
C14 -4.8342 -2.9546 2.8353
C15 -5.8264 -1.0655 1.6235
C16 -3.1750 -4.4646 0.2442
C17 -2.1686 -4.3799 1.4035
C18 -4.0881 -5.6812 0.4689
C19 -2.3404 -4.7148 -1.0206
H11 -4.4073 -2.1747 -3.7247
H12 -3.1778 -3.1102 -2.8798
H13 -3.3669 -1.3951 -2.5262
H14 -6.2254 -3.7067 -3.0859
H15 -6.5076 -4.1761 -1.4107
H16 -5.0693 -4.7458 -2.2606
H17 -6.3044 -1.2937 -2.7392
H18 -5.4758 -0.5206 -1.3852
H19 -6.8308 -1.6241 -1.0926
H20 -6.5427 -4.4311 1.1692
H21 -7.3034 -3.0295 0.4119
H22 -7.3860 -3.2397 2.1568
H23 -4.6652 -4.0276 2.9082
H24 -5.5253 -2.6778 3.6388
H25 -3.8881 -2.4412 3.0201
H26 -6.2998 -0.6595 0.7331
H27 -4.9505 -0.4567 1.8512
H28 -6.5340 -0.9562 2.4529
H29 -2.6400 -4.2294 2.3714
H30 -1.4473 -3.5772 1.2481
H31 -1.6137 -5.3241 1.4501
H32 -4.6118 -5.6293 1.4232
H33 -3.4784 -6.5910 0.4840
H34 -4.8336 -5.8004 -0.3200
H35 -1.7094 -3.8548 -1.2543
H36 -2.9553 -4.9492 -1.8892
H37 -1.6792 -5.5711 -0.8468
N4 7.2942 0.6529 0.1356
C20 8.5391 0.0932 -0.0397
C21 9.8169 0.4969 0.3303
C22 10.8579 -0.3427 -0.0169
C23 10.6326 -1.5431 -0.7072
C24 9.3607 -1.9379 -1.0724
C25 8.2968 -1.1030 -0.7337
N5 6.9437 -1.2477 -0.9725
C26 6.3832 -0.1917 -0.4495
C27 4.9443 0.0804 -0.4677
C28 4.3589 1.0699 0.3136
C29 2.9871 1.2604 0.2549
N6 2.1906 0.5239 -0.5239
C30 2.7576 -0.4121 -1.2906
C31 4.1150 -0.6711 -1.2943
H38 7.0923 1.5476 0.5441
H39 9.9937 1.4219 0.8643
H40 11.8705 -0.0701 0.2502
H41 11.4794 -2.1693 -0.9565
H42 9.1819 -2.8624 -1.6048
H43 4.9356 1.6864 0.9916
H44 2.4919 2.0125 0.8575
H45 2.0864 -0.9791 -1.9207
H46 4.5327 -1.4443 -1.9237



Entry 2:
Formula: C31H46CaN4P2Si
Source: OMol25
Level of theory: ωB97M-V/def2-TZVPD

The orbital gap is 5.8 eV. For the HOMO energy, the calculation gives -7.0 eV. As for the net charge: 0. The total energy comes out at -83743.0217 eV. The value obtained for the relative energy (zero: lowest compared OMol25 entry of this formula, charge and spin) is 0.0 kcal per mole.

Atoms and positions in Å:
Ca1 -4.2435 -1.0985 2.1415
C1 -2.5112 -2.2703 -2.6241
C2 -1.6189 -2.2514 -1.6253
C3 -0.6037 -1.2060 -1.2694
C4 -1.0935 0.0151 -0.4658
C5 -2.0449 0.9496 -1.1823
C6 -2.5140 0.8452 -2.4299
C7 -1.9399 0.0592 -3.5676
C8 -2.6077 -1.3082 -3.7661
C9 -5.3439 0.6114 1.1078
H1 -3.2192 -3.1053 -2.6698
H2 -1.6286 -3.0753 -0.8886
H3 0.0079 -0.8767 -2.1289
H4 0.0576 -1.7517 -0.5763
H5 -1.5417 -0.3776 0.4847
H6 -0.2105 0.6026 -0.1134
H7 -2.4556 1.7191 -0.5017
H8 -3.4809 1.3117 -2.6670
H9 -0.8643 -0.0398 -3.4907
H10 -2.1319 0.6463 -4.4696
H11 -3.6751 -1.1488 -4.0138
H12 -2.1410 -1.7804 -4.6490
H13 -6.3202 0.1862 0.8081
H14 -4.9892 1.1973 0.2448
H15 -5.5466 1.3136 1.9393
P1 2.6437 2.6718 1.3969
P2 3.3352 -0.5360 1.5094
N1 2.5690 3.9099 0.1386
N2 3.3191 3.8419 2.5929
N3 3.7126 -0.9516 -0.1726
N4 4.3442 -1.8434 2.1795
C10 4.3256 2.0529 0.8786
C11 4.6940 0.7535 1.6147
C12 1.4317 4.1158 -0.6543
C13 1.7117 5.0978 -1.5960
C14 3.0742 5.5085 -1.3966
C15 3.5753 4.7517 -0.3440
C16 2.6456 4.0916 3.7966
C17 3.4220 4.9533 4.5721
C18 4.6179 5.2358 3.8328
C19 4.5218 4.5430 2.6378
C20 2.6575 -1.0948 -1.0804
C21 3.1700 -1.2490 -2.3643
C22 4.6003 -1.1666 -2.2567
C23 4.8931 -0.9389 -0.9152
C24 5.5249 -2.4570 1.7424
C25 5.9832 -3.3265 2.7262
C26 5.0844 -3.2090 3.8415
C27 4.1179 -2.2763 3.4969
H16 5.1278 2.7780 1.0834
H17 4.3018 1.9107 -0.2161
H18 5.6523 0.3798 1.2108
H19 4.8320 0.9285 2.6988
H20 0.5397 3.5297 -0.4768
H21 1.0353 5.4843 -2.3494
H22 3.6362 6.2552 -1.9396
H23 4.5694 4.7338 0.0710
H24 1.6943 3.6290 3.9886
H25 3.1671 5.3406 5.5508
H26 5.4533 5.8589 4.1216
H27 5.2493 4.4938 1.8332
H28 1.6500 -1.0432 -0.7144
H29 2.5950 -1.3965 -3.2713
H30 5.3285 -1.2577 -3.0471
H31 5.8523 -0.7548 -0.4451
H32 5.9521 -2.2447 0.7799
H33 6.8543 -3.9592 2.6421
H34 5.1513 -3.7505 4.7751
H35 3.2893 -1.8690 4.0564
C28 -7.9272 -1.7733 -0.2721
Si1 -6.6231 -3.1222 -0.4847
C29 -7.6482 -4.6786 -0.3057
C30 -6.0623 -3.0860 -2.2893
C31 -5.2360 -2.8148 0.7268
H36 -8.8186 -2.0279 -0.8651
H37 -7.5525 -0.7969 -0.5965
H38 -8.2206 -1.7014 0.7839
H39 -8.4761 -4.6150 -1.0273
H40 -7.0820 -5.5943 -0.5082
H41 -8.0768 -4.7664 0.6994
H42 -5.5229 -2.1621 -2.5285
H43 -5.3958 -3.9216 -2.5404
H44 -6.9420 -3.1544 -2.9479
H45 -5.3617 -3.2968 1.7405
H46 -4.2997 -3.1808 0.2598



Entry 3:
Formula: C31H46ClGeO2ScSi2Te
Source: OMol25
Level of theory: ωB97M-V/def2-TZVPD

The orbital gap is 7.0 eV. For the HOMO energy, the calculation gives -14.0 eV. As for the net charge: +2. The total energy comes out at -149765.8710 eV. The value obtained for the relative energy (zero: lowest compared OMol25 entry of this formula, charge and spin) is 0.0 kcal per mole.

Atoms and positions in Å:
Sc1 -0.2663 0.6039 1.1373
Cl1 7.0141 0.3427 0.7131
C1 5.3429 0.6463 0.9634
C2 4.9403 1.5058 2.0041
C3 3.6139 1.7792 2.2387
C4 2.6108 1.1999 1.4522
O1 1.3408 1.4666 1.6602
C5 3.0214 0.3146 0.4016
C6 2.0694 -0.3188 -0.4154
O2 0.8137 -0.2652 -0.2482
C7 4.3968 0.0664 0.1689
H1 5.7032 1.9599 2.6233
H2 3.3210 2.4529 3.0334
H3 2.4311 -0.9047 -1.2647
H4 4.6841 -0.6026 -0.6331
C8 -3.2569 4.3425 2.0331
Si1 -3.8122 2.8367 1.0599
C9 -3.0793 1.3306 1.9946
C10 -5.6653 2.5901 1.0078
C11 -3.1463 2.8079 -0.7240
Te1 -1.0327 2.4906 -0.9992
C12 -0.4666 4.4783 -0.4212
Si2 -0.3072 5.6549 -1.9486
C13 -0.2345 7.3969 -1.2618
C14 -1.8183 5.4043 -3.0465
C15 1.2650 5.1295 -2.8355
H5 -3.7467 4.3374 3.0099
H6 -3.5390 5.2769 1.5433
H7 -2.1796 4.3625 2.2098
H8 -3.4605 1.3273 3.0169
H9 -1.9834 1.4148 2.0871
H10 -3.3691 0.3806 1.5378
H11 -6.0593 2.4641 2.0187
H12 -5.9527 1.7132 0.4254
H13 -6.1674 3.4553 0.5703
H14 -3.3455 3.7567 -1.2264
H15 -3.6443 2.0332 -1.3103
H16 0.4801 4.4069 0.1152
H17 -1.2332 4.8325 0.2677
H18 -1.1573 7.6723 -0.7485
H19 -0.0914 8.1074 -2.0792
H20 0.5947 7.5291 -0.5647
H21 -2.7387 5.7368 -2.5619
H22 -1.9316 4.3589 -3.3415
H23 -1.7111 5.9897 -3.9615
H24 2.1545 5.4180 -2.2724
H25 1.3280 5.6091 -3.8140
H26 1.2909 4.0489 -2.9953
Ge1 -1.3520 -2.3288 1.1978
C16 -0.2579 -3.9183 0.9537
C17 -0.8294 -5.1541 1.2520
C18 -0.0914 -6.3190 1.1058
C19 1.2232 -6.2560 0.6687
C20 1.7997 -5.0298 0.3677
C21 1.0609 -3.8653 0.5053
C22 -0.5131 -1.2206 2.6801
C23 -1.3440 -0.8453 3.7504
C24 -0.8123 -0.3980 4.9496
C25 0.5653 -0.3169 5.1107
C26 1.4092 -0.7050 4.0808
C27 0.8805 -1.1634 2.8817
H27 -2.6822 -2.7062 1.8470
H28 -1.8538 -5.1966 1.6039
H29 -0.5449 -7.2741 1.3351
H30 1.8017 -7.1632 0.5573
H31 2.8249 -4.9855 0.0231
H32 1.5178 -2.9156 0.2479
H33 -2.4168 -0.9547 3.6500
H34 -1.4721 -0.1431 5.7686
H35 0.9798 0.0236 6.0505
H36 2.4824 -0.6803 4.2214
H37 1.5602 -1.5696 2.1405
C28 -2.5764 -3.2959 -1.9047
C29 -3.0781 -2.0797 -1.1290
C30 -3.8589 -1.1213 -2.0266
C31 -1.8908 -1.3440 -0.4772
H38 -3.4147 -3.8387 -2.3401
H39 -2.0352 -3.9857 -1.2539
H40 -1.9103 -2.9923 -2.7154
H41 -3.7564 -2.4351 -0.3459
H42 -3.1973 -0.6379 -2.7508
H43 -4.3551 -0.3486 -1.4334
H44 -4.6259 -1.6617 -2.5808
H45 -2.1898 -0.3031 -0.2519
H46 -1.0704 -1.3080 -1.1917



Entry 4:
Formula: C31H46NO7S2SiZr
Source: OMol25
Level of theory: ωB97M-V/def2-TZVPD

The orbital gap is 7.9 eV. For the HOMO energy, the calculation gives -5.5 eV. As for the net charge: -1. The total energy comes out at -79554.3243 eV. The value obtained for the relative energy (zero: lowest compared OMol25 entry of this formula, charge and spin) is 0.0 kcal per mole.

Atoms and positions in Å:
Zr1 -1.2947 -0.1734 -0.4060
C1 0.9541 -1.0085 2.5095
C2 0.0946 0.2125 2.7172
C3 0.9286 1.2280 3.4697
C4 -1.2381 -0.0893 3.3936
O1 -0.2790 0.7952 1.3980
Si1 -0.4371 2.4332 1.0698
S1 -1.1802 2.4679 -0.8480
O2 -1.4492 3.0209 2.1954
C5 -1.7061 4.3702 2.6896
C6 -1.8316 5.3002 1.4900
C7 -0.5371 4.7507 3.5874
C8 -3.0040 4.2820 3.4822
O3 0.9527 3.2832 1.1268
C9 2.0884 3.5449 0.2694
C10 2.6268 2.2602 -0.3015
C11 3.1129 4.1456 1.2254
C12 1.7439 4.5794 -0.7926
H1 1.3784 -1.3406 3.4767
H2 1.8064 -0.7420 1.8788
H3 0.4443 -1.8625 2.0655
H4 1.5363 0.8052 4.2982
H5 0.3007 1.9920 3.9150
H6 1.6454 1.7242 2.8191
H7 -1.1861 -0.1728 4.4848
H8 -1.6269 -1.0463 3.0191
H9 -1.9582 0.6759 3.1375
H10 -0.8450 5.4286 0.9964
H11 -2.1940 6.2829 1.7780
H12 -2.5258 4.8935 0.7330
H13 0.4072 4.6038 3.0528
H14 -0.4991 4.1035 4.4870
H15 -0.6498 5.7900 3.9310
H16 -3.8119 3.7892 2.9184
H17 -3.3027 5.3002 3.7797
H18 -2.8636 3.6981 4.4173
H19 2.7904 1.4812 0.4801
H20 3.5872 2.4788 -0.8019
H21 1.9709 1.8006 -1.0333
H22 3.3466 3.4474 2.0588
H23 2.7478 5.0826 1.6841
H24 4.0407 4.3618 0.6862
H25 1.0415 4.1849 -1.5501
H26 2.6984 4.8500 -1.2953
H27 1.3205 5.4790 -0.3260
O4 -5.4017 0.1222 -0.4934
S2 -4.0831 -0.4684 -0.2898
O5 -4.1386 -1.9335 -0.1734
O6 -3.0135 -0.1491 -1.5547
O7 -3.1263 0.1691 0.8521
C13 3.0422 0.8032 -3.7862
C14 2.3021 -0.5459 -3.7751
C15 3.1961 -1.7182 -3.4142
C16 1.5593 -0.6836 -5.1202
C17 1.2841 -0.4610 -2.7439
C18 0.3686 -0.4099 -1.9332
H28 3.7755 0.9088 -4.6239
H29 3.6197 0.9841 -2.8672
H30 2.3234 1.6298 -3.9027
H31 3.9845 -1.8958 -4.1784
H32 2.6317 -2.6699 -3.3087
H33 3.6859 -1.5904 -2.4299
H34 2.2496 -0.5203 -5.9886
H35 0.7481 0.0506 -5.2046
H36 1.0872 -1.6687 -5.2219
N1 -1.0542 -2.1993 0.1589
C19 -1.0821 -3.3460 -0.3296
C20 -1.2145 -4.6015 0.4836
C21 -1.4725 -5.8378 -0.1458
C22 -1.6263 -7.0114 0.5823
C23 -1.5067 -7.0027 1.9474
C24 -1.2329 -5.7963 2.5970
C25 -1.0983 -4.6069 1.8737
C26 -0.9441 -3.5965 -1.8211
C27 0.1216 -4.3423 -2.3359
C28 0.3385 -4.4047 -3.7042
C29 -0.5347 -3.7937 -4.5918
C30 -1.6143 -3.0655 -4.0809
C31 -1.8224 -2.9847 -2.7115
H37 -1.6178 -5.8519 -1.2091
H38 -1.8415 -7.9383 0.0641
H39 -1.5963 -7.9376 2.4890
H40 -1.1717 -5.7631 3.6680
H41 -0.8681 -3.6661 2.3433
H42 0.7378 -4.9224 -1.6597
H43 1.1908 -4.9723 -4.1024
H44 -0.3712 -3.8463 -5.6652
H45 -2.3051 -2.5717 -4.7347
H46 -2.6535 -2.3865 -2.3244



Entry 5:
Formula: C31H47BN15PRbS
Source: OMol25
Level of theory: ωB97M-V/def2-TZVPD

The orbital gap is 6.6 eV. For the HOMO energy, the calculation gives -4.4 eV. As for the net charge: -1. The total energy comes out at -76720.5008 eV.

Atoms and positions in Å:
Rb1 -0.0476 0.2685 -0.2658
C1 1.2877 -1.0010 3.2652
C2 2.4262 -0.5049 2.3681
N1 2.2780 -0.9738 1.0083
C3 2.6999 -2.3246 0.7171
C4 1.6000 -3.3427 0.9298
C5 1.8822 -4.6805 1.1934
C6 0.8215 -5.5567 1.3616
C7 -0.4743 -5.0737 1.2788
C8 -0.6598 -3.7214 1.0017
C9 -2.0534 -3.1297 0.8650
N2 -2.0624 -1.6927 0.9723
C10 -2.3294 -1.1455 2.2903
C11 -1.1386 -1.2982 3.2365
N3 0.0106 -0.5701 2.7438
N4 0.3575 -2.8959 0.8233
H1 1.4824 -0.6697 4.2998
H2 1.3035 -2.0951 3.2692
H3 3.3873 -0.8089 2.8212
H4 2.3927 0.5889 2.3545
H5 2.6689 -0.3293 0.3365
H6 3.5922 -2.6249 1.2903
H7 2.9612 -2.3644 -0.3440
H8 2.9061 -5.0259 1.2691
H9 1.0018 -6.6050 1.5677
H10 -1.3253 -5.7284 1.4266
H11 -2.7121 -3.6075 1.6085
H12 -2.4283 -3.4259 -0.1195
H13 -2.6511 -1.2570 0.2805
H14 -3.2084 -1.6223 2.7608
H15 -2.5467 -0.0833 2.1705
H16 -0.8720 -2.3583 3.3018
H17 -1.4524 -0.9799 4.2443
H18 -0.1323 0.4290 2.8883
C12 -4.2445 3.8636 -0.8766
C13 -3.1944 2.7839 -0.9514
N5 -2.8267 2.1056 0.0721
N6 -3.4985 2.3176 1.2130
C14 -2.8832 2.4252 2.3507
N7 -3.7232 2.3751 3.4597
S1 -1.2169 2.6705 2.6681
C15 -2.5493 2.4808 -2.2386
C16 -2.4701 3.4471 -3.2486
C17 -1.8493 3.1321 -4.4446
C18 -1.3224 1.8628 -4.6175
C19 -1.4428 0.9674 -3.5642
N8 -2.0362 1.2558 -2.4137
H19 -4.9581 3.5867 -0.1012
H20 -4.7594 3.9790 -1.8304
H21 -3.8073 4.8246 -0.5951
H22 -4.5855 1.8673 3.3306
H23 -3.2338 2.2041 4.3204
H24 -2.8708 4.4382 -3.0852
H25 -1.7725 3.8768 -5.2280
H26 -0.8178 1.5809 -5.5305
H27 -1.0475 -0.0395 -3.6549
B1 2.8511 -1.1535 -3.1592
N9 1.5468 -1.9991 -3.2132
C20 1.2759 -3.0050 -4.0653
C21 -0.0034 -3.4621 -3.8055
C22 -0.4389 -2.6450 -2.7514
N10 0.5020 -1.7725 -2.4062
N11 2.4784 0.3265 -3.4245
C23 2.6516 1.0178 -4.5651
C24 2.0728 2.2645 -4.4088
C25 1.5632 2.2321 -3.1031
N12 1.8181 1.0643 -2.5219
H28 3.5758 -1.5353 -4.0465
H29 3.3705 -1.2398 -2.0683
H30 2.0012 -3.3319 -4.7921
H31 -0.5363 -4.2567 -4.3004
H32 -1.3902 -2.6467 -2.2391
H33 3.1694 0.5948 -5.4105
H34 2.0369 3.0727 -5.1203
H35 1.0197 2.9968 -2.5655
C26 5.3600 3.2704 1.8692
N13 5.6198 2.5724 0.6133
C27 5.7963 3.5640 -0.4416
N14 4.6771 4.4893 -0.5693
C28 4.4566 5.1319 0.7223
N15 4.2328 4.1933 1.8144
C29 2.9659 3.4783 1.6410
P1 2.8467 2.4328 0.0819
C30 4.5383 1.6399 0.2886
C31 3.4744 3.8030 -1.0418
H36 6.2553 3.8439 2.1278
H37 5.1764 2.5322 2.6535
H38 5.9385 3.0459 -1.3926
H39 6.6953 4.1456 -0.2161
H40 3.5939 5.7972 0.6456
H41 5.3434 5.7273 0.9602
H42 2.1478 4.2032 1.6227
H43 2.8007 2.8394 2.5127
H44 4.7825 1.1220 -0.6439
H45 4.4886 0.8890 1.0823
H46 2.6758 4.5408 -1.1599
H47 3.6735 3.3742 -2.0256



Values of M, in order: 876.06; 604.85; 787.50; 728.15; 789.14, all in g mol⁻¹.